C3H11BN2O | the ωB97M-V functional and the def2-TZVPD basis

Last column: natural (NBO) charge in e.
Geometry (Å):
O: -0.237 1.164 0.551  -0.7231
N: 2.080 -0.483 0.021  -0.8531
N: -0.805 -1.013 -0.556  -0.9495
C: -1.916 -1.723 0.133  -0.4058
C: -1.580 1.637 0.455  -0.2443
C: 2.932 0.535 -0.550  -0.4136
B: 0.076 -0.042 0.033  1.1894
H: 2.862 0.676 -1.594  0.1824
H: -1.499 2.724 0.561  0.1927
H: -2.262 1.221 1.123  0.1754
H: -2.367 -2.304 -0.759  0.2016
H: -2.600 -0.963 0.520  0.1965
H: -0.311 -1.689 -1.143  0.4042
H: 2.852 1.489 0.024  0.1564
H: 3.951 0.216 -0.265  0.1775
H: 2.300 -0.336 1.065  0.3352
H: -1.854 1.419 -0.544  0.1850
H: -1.621 -2.528 0.923  0.1933

Total energy in hartree: -330.47867
Total charge: 0
Gap between HOMO and LUMO in eV: 8.61